1.
{
  "formula": "C31H23Cl5INP2Pd",
  "method": "ωB97M-V with the def2-TZVPD basis set",
  "de_lowest_kcal_mol": 15.7,
  "homo_lumo_gap_ev": 7.6422,
  "homo_energy_ev": -7.897,
  "elements": ["Pd", "C", "N", "P", "C", "C", "C", "C", "C", "C", "C", "C", "C", "C", "C", "C", "P", "C", "C", "C", "C", "C", "C", "C", "C", "C", "C", "C", "C", "H", "H", "H", "H", "H", "H", "H", "H", "H", "H", "H", "H", "H", "H", "H", "H", "H", "H", "H", "H", "H", "H", "H", "I", "Cl", "C", "C", "C", "Cl", "C", "Cl", "C", "Cl", "C", "Cl"],
  "xyz": [[1.366653, 0.843628, -1.251582], [1.017932, -1.274084, 1.728458], [-0.067555, -0.433088, 1.156296], [0.291641, 1.315967, 1.104913], [-1.311130, 2.127916, 1.318374], [-2.187905, 1.834351, 2.360769], [-3.386406, 2.514577, 2.472533], [-3.717432, 3.495875, 1.542365], [-2.849605, 3.791776, 0.504005], [-1.643959, 3.108369, 0.391423], [1.189878, 1.678078, 2.629634], [0.836275, 1.187656, 3.888390], [1.539461, 1.593062, 5.008537], [2.592630, 2.493827, 4.883010], [2.947916, 2.982263, 3.636986], [2.250326, 2.570879, 2.507222], [-0.122938, -0.710954, -0.548773], [-0.252176, -2.485351, -0.821245], [-1.014984, -3.296746, 0.016208], [-1.142069, -4.646030, -0.268353], [-0.513880, -5.187412, -1.384944], [0.246448, -4.380181, -2.218367], [0.380514, -3.028543, -1.933229], [-1.775627, -0.105955, -1.006530], [-1.916231, 0.675275, -2.146000], [-3.165499, 1.159975, -2.515223], [-4.276070, 0.872698, -1.741388], [-4.143266, 0.093596, -0.595712], [-2.901946, -0.394455, -0.233766], [1.220523, -0.979523, 2.749471], [1.951799, -1.201183, 1.161217], [0.690823, -2.311835, 1.735062], [-1.943781, 1.061876, 3.079844], [-4.066183, 2.282032, 3.282450], [-4.656980, 4.026588, 1.630249], [-3.107809, 4.550497, -0.223216], [-0.963158, 3.326772, -0.424096], [0.016995, 0.487892, 3.993247], [1.267796, 1.208924, 5.983079], [3.137783, 2.808979, 5.763224], [3.771595, 3.676441, 3.537717], [2.535103, 2.932258, 1.525032], [-1.496715, -2.875281, 0.889506], [-1.731804, -5.278942, 0.382247], [-0.616663, -6.242687, -1.601386], [0.740613, -4.796694, -3.086180], [0.977022, -2.397474, -2.581316], [-1.049107, 0.915054, -2.739267], [-3.262970, 1.772517, -3.402303], [-5.246621, 1.262435, -2.021606], [-5.006546, -0.123312, 0.019719], [-2.797264, -0.978755, 0.670733], [2.713049, 2.883985, -2.060834], [4.230394, -0.333296, -0.308016], [3.718277, -0.785553, -1.901047], [2.538411, -0.280672, -2.405495], [2.195829, -0.619079, -3.713391], [0.719540, 0.005411, -4.419406], [2.979546, -1.480630, -4.480850], [2.483950, -1.911879, -6.072453], [4.148882, -1.999112, -3.940342], [5.122064, -3.080140, -4.867087], [4.527821, -1.644420, -2.647990], [5.986791, -2.278162, -1.990533]],
  "forces_ev_per_angstrom": [[0.1, 0.0, 1.0], [-0.1, 0.1, 0.1], [0.1, 0.0, 0.3], [0.1, -0.4, -0.8], [0.0, 0.0, 0.1], [0.0, 0.0, 0.0], [0.0, 0.0, 0.0], [0.0, 0.0, 0.0], [0.0, 0.0, 0.0], [-0.1, 0.0, 0.0], [0.1, 0.1, -0.1], [0.0, 0.1, 0.0], [0.0, 0.0, 0.0], [0.0, 0.0, 0.0], [0.0, 0.0, 0.0], [0.1, 0.0, 0.0], [-0.4, 0.2, -0.5], [0.2, 0.0, 0.2], [0.0, -0.1, -0.1], [0.0, 0.0, 0.0], [0.0, 0.0, 0.0], [-0.1, 0.0, 0.1], [0.1, 0.0, -0.1], [-0.1, 0.0, 0.1], [-0.1, 0.0, 0.0], [0.0, 0.0, 0.0], [0.0, 0.0, 0.0], [0.0, 0.1, 0.0], [0.1, 0.0, 0.0], [0.0, 0.0, 0.1], [0.0, 0.0, 0.0], [0.0, 0.0, 0.0], [0.0, 0.0, 0.0], [0.0, 0.0, 0.0], [0.0, 0.0, 0.0], [0.0, 0.0, 0.0], [0.0, 0.0, 0.0], [0.0, 0.0, 0.0], [0.0, 0.0, 0.0], [0.0, 0.0, 0.0], [0.0, 0.0, 0.0], [0.0, 0.0, 0.0], [0.0, 0.0, 0.0], [0.0, 0.0, 0.0], [0.0, 0.0, 0.0], [0.0, 0.0, 0.0], [0.0, 0.0, 0.1], [0.1, 0.1, -0.1], [0.0, 0.0, 0.0], [0.0, 0.0, 0.0], [0.0, 0.0, 0.0], [0.0, 0.0, 0.0], [0.2, 0.3, 0.0], [-0.1, 0.0, 0.0], [0.4, -0.2, 0.0], [-0.7, 0.3, -0.7], [-0.1, 0.0, -0.1], [0.5, -0.2, 0.2], [-0.3, 0.2, 0.0], [0.1, 0.0, 0.0], [0.2, -0.1, 0.0], [0.0, 0.1, 0.0], [0.0, 0.0, 0.0], [0.0, 0.0, 0.0]],
  "lowdin_charge": [0.211, -0.159, -0.438, 0.990, -0.362, -0.090, -0.078, -0.078, -0.071, -0.095, -0.353, -0.106, -0.073, -0.075, -0.067, -0.083, 0.869, -0.326, -0.097, -0.071, -0.072, -0.058, -0.063, -0.342, -0.113, -0.069, -0.076, -0.072, -0.091, 0.059, 0.043, 0.070, 0.096, 0.104, 0.104, 0.108, 0.098, 0.099, 0.106, 0.106, 0.109, 0.081, 0.100, 0.106, 0.106, 0.111, 0.076, 0.028, 0.109, 0.105, 0.106, 0.097, 0.055, 0.651, -0.717, -0.477, -0.717, 0.671, -0.716, 0.681, -0.707, 0.676, -0.700, 0.683]
}

2.
{
  "formula": "C4H8N4",
  "method": "ωB97M-V with the def2-TZVPD basis set",
  "smiles": "C1=N\\C=N/CCNN/1",
  "de_lowest_kcal_mol": 123.2,
  "homo_lumo_gap_ev": 9.3638,
  "homo_energy_ev": -8.648,
  "elements": ["C", "N", "C", "N", "C", "C", "N", "N", "H", "H", "H", "H", "H", "H", "H", "H"],
  "xyz": [[0.174875, -0.624545, 1.618426], [-0.683964, -1.305879, 0.906158], [-1.234532, -1.361329, -0.419685], [-1.085623, -0.816115, -1.569564], [-0.223855, 0.379584, -1.870519], [0.268427, 0.674022, -0.485350], [1.273171, 1.282546, 0.413518], [0.986021, 0.510589, 1.571001], [0.221952, -1.040144, 2.621468], [-1.972742, -2.200037, -0.380978], [0.459365, 0.070843, -2.635531], [-0.829174, 1.182827, -2.324151], [0.629906, -0.338373, -0.323318], [-0.687740, 0.839898, -0.015938], [1.006426, 2.237817, 0.635808], [1.697487, 0.508297, 2.258655]],
  "forces_ev_per_angstrom": [[-0.9, -0.2, -0.2], [0.3, 0.1, 0.6], [-0.1, -0.6, 0.3], [-0.2, 0.9, -0.2], [-0.7, 0.2, -0.4], [0.8, -1.0, 0.5], [0.2, 0.8, -1.1], [-1.4, -0.9, -0.4], [0.5, 0.1, 0.2], [0.6, 0.7, -0.3], [0.8, -0.2, -0.2], [-0.1, -0.4, 0.2], [-0.2, 0.3, -0.1], [-0.2, 0.0, 0.5], [0.0, 0.0, 0.1], [0.7, 0.1, 0.5]],
  "lowdin_charge": [-0.201, 0.009, -0.244, 0.030, -0.180, -0.235, -0.026, -0.024, 0.116, 0.109, 0.097, 0.110, 0.097, 0.116, 0.109, 0.117]
}

3.
{
  "formula": "C2H3NO6S",
  "method": "ωB97M-V with the def2-TZVPD basis set",
  "homo_lumo_gap_ev": [6.6805, 6.7292],
  "multiplicity": 3,
  "homo_energy_ev": [-6.358, -11.240],
  "elements": ["C", "C", "N", "O", "O", "O", "O", "O", "O", "S", "H", "H", "H"],
  "xyz": [[-0.683267, -0.658312, -0.433461], [-1.623083, -1.753282, 0.113788], [0.179361, -0.249933, 0.652865], [0.005141, -0.994272, -1.511717], [-3.972389, 0.553317, -0.755812], [-2.676503, 1.325250, 1.188711], [-2.784297, -1.081813, 0.440581], [-1.523753, 0.544628, -0.804154], [-1.439513, -2.884089, 0.237428], [-2.804354, 0.537022, 0.024115], [-0.192332, -0.228018, 1.594305], [0.461345, 0.611163, 0.438219], [0.822934, -0.587647, -1.758088]],
  "forces_ev_per_angstrom": [[1.9, -0.3, 2.1], [-1.4, 13.6, -2.4], [-1.0, -3.6, 0.4], [-1.2, -1.7, -1.4], [-0.5, 1.0, -0.7], [0.3, 0.2, 0.3], [-0.9, 0.4, 0.8], [0.5, -0.8, -0.6], [1.9, -11.9, 1.1], [-1.7, -1.9, 0.9], [-0.5, -0.3, -0.3], [1.9, 4.5, -0.8], [0.8, 0.8, 0.6]],
  "lowdin_charge": [-0.512, -0.477, 0.172, 0.143, -0.191, -0.200, -0.068, -0.107, 0.351, 0.601, 0.117, 0.040, 0.129]
}

no.,maximum force (Eh/bohr),molar mass (g mol⁻¹)
1,0.020,882.1
2,0.032,112.1
3,0.270,169.1